Formula: C22H50CuP2Si2
Source: the Open Molecules 2025 dataset
Level of theory: ωB97M-V/def2-TZVPD

ORCA input file:
```
! RIJCOSX wB97M-V def2-TZVPD def2/J DEFGRID3
* xyz 0 2
P 1.825 -2.882 -1.218
P -1.553 -0.524 -1.712
C 0.049 -2.855 -1.358
C -0.288 -1.707 -2.309
H -0.354 -2.798 -0.349
H -0.235 -3.811 -1.795
H 0.569 -1.023 -2.509
H -0.601 -2.132 -3.277
C -2.154 -1.202 -0.130
H -2.426 -0.335 0.491
H -1.429 -1.770 0.467
H -3.039 -1.814 -0.329
C -2.966 -0.707 -2.875
H -2.596 -0.967 -3.872
H -3.521 0.241 -2.972
H -3.590 -1.535 -2.502
C 2.000 -4.656 -0.680
H 3.024 -5.024 -0.846
H 1.335 -5.219 -1.358
H 1.697 -4.933 0.338
C 2.377 -3.286 -2.878
H 2.325 -2.420 -3.535
H 1.687 -4.075 -3.180
H 3.393 -3.687 -2.826
Cu -0.893 1.133 -0.929
C 1.762 -1.932 2.002
C 2.191 -3.199 1.984
C 3.625 -3.602 1.991
C 4.583 -2.806 1.061
C 4.190 -2.700 -0.319
C 3.284 -1.718 -0.828
C 2.737 -0.546 0.028
C 2.523 -0.732 1.535
C 0.697 1.815 -1.800
H 0.776 -1.704 2.430
H 1.431 -3.983 1.963
H 3.681 -4.638 1.673
H 4.049 -3.520 2.990
H 4.774 -1.814 1.460
H 5.563 -3.300 1.066
H 4.676 -3.292 -1.085
H 3.566 -1.313 -1.803
H 1.795 -0.181 -0.402
H 3.436 0.288 -0.091
H 3.518 -0.670 1.991
H 1.979 0.164 1.903
H 0.569 2.903 -1.834
H 0.537 1.382 -2.794
H 1.668 1.557 -1.357
C 0.401 2.853 2.043
Si -0.743 3.839 0.913
C -1.620 5.031 2.115
C 0.211 4.977 -0.238
C -1.883 2.727 -0.062
Si -3.517 2.372 0.767
C -4.645 3.880 0.817
C -4.483 1.052 -0.174
C -3.244 1.853 2.547
H 0.919 3.569 2.702
H 1.157 2.296 1.468
H -0.156 2.141 2.675
H -0.829 5.583 2.644
H -2.242 5.776 1.600
H -2.239 4.554 2.885
H 1.276 4.728 -0.271
H -0.193 4.915 -1.253
H 0.124 6.020 0.091
H -2.075 3.209 -1.042
H -5.509 3.706 0.163
H -5.041 4.054 1.826
H -4.158 4.804 0.483
H -4.417 0.064 0.299
H -5.545 1.333 -0.192
H -4.143 0.974 -1.215
H -2.423 1.138 2.683
H -3.057 2.708 3.212
H -4.172 1.369 2.896
*
```

Summary:
* HOMO level (spin up / spin down): -5.051 / -5.011 eV
* electronic energy: -3770.1658 hartree
* expectation value of S²: 0.7571
* LUMO level (spin up / spin down): -0.438 / -1.718 eV
* orbital gap (spin up / spin down): 0.170 / 0.121 Eh

***

Formula: C22H50F2N4O10
Source: the Open Molecules 2025 dataset
Level of theory: ωB97M-V/def2-TZVPD

ORCA input file:
```
! RIJCOSX wB97M-V def2-TZVPD def2/J DEFGRID3
* xyz 0 1
O 6.307 6.938 15.332
C 6.259 7.238 14.126
O 5.199 7.794 13.450
C 5.548 7.675 12.076
C 7.109 7.780 12.104
F 7.335 9.058 12.445
O 7.284 7.019 13.248
H 5.217 6.769 11.568
H 5.010 8.460 11.544
H 7.643 7.555 11.181
O 2.882 1.601 12.732
C 2.453 1.867 13.843
O 1.186 1.711 14.194
C 0.893 2.306 15.420
C 2.293 2.554 15.917
F 2.670 1.594 16.691
O 3.087 2.593 14.740
H 0.219 3.161 15.474
H 0.392 1.556 16.032
H 2.565 3.527 16.327
C 1.997 -5.126 10.352
O 1.219 -3.938 10.690
C -0.200 -3.978 10.418
C -0.842 -2.849 11.099
C -2.403 -2.722 10.888
N -0.339 -1.652 10.466
H 1.839 -5.549 9.360
H 1.926 -5.919 11.097
H 3.048 -4.839 10.383
H -0.426 -3.886 9.355
H -0.544 -4.889 10.907
H -0.599 -2.699 12.151
H -2.870 -3.530 11.450
H -2.762 -2.821 9.864
H -2.734 -1.740 11.223
H 0.665 -1.738 10.526
H -0.710 -0.822 10.907
C 3.111 -4.370 17.463
O 3.945 -5.191 18.291
C 3.933 -4.942 19.705
C 4.907 -5.928 20.469
C 4.951 -5.910 21.980
N 6.183 -5.573 20.002
H 3.596 -3.397 17.543
H 2.101 -4.263 17.858
H 3.171 -4.762 16.447
H 4.183 -3.905 19.930
H 2.930 -5.131 20.086
H 4.821 -6.902 19.987
H 5.041 -4.938 22.463
H 5.742 -6.607 22.259
H 4.086 -6.436 22.383
H 6.480 -4.644 20.265
H 6.258 -5.493 18.998
C -0.883 5.489 9.880
O -1.441 6.481 8.991
C -1.463 6.129 7.594
C -2.602 6.831 6.904
C -2.579 6.688 5.422
N -2.470 8.234 7.141
H -1.602 4.716 10.149
H -0.672 5.836 10.892
H 0.034 5.178 9.381
H -0.512 6.445 7.163
H -1.467 5.055 7.412
H -3.593 6.468 7.177
H -3.182 7.445 4.920
H -2.892 5.656 5.264
H -1.563 6.800 5.046
H -3.278 8.601 7.623
H -1.789 8.261 7.886
C -4.665 -1.417 17.528
O -5.812 -1.388 18.339
C -6.518 -2.683 18.373
C -7.673 -2.539 19.391
C -7.034 -2.542 20.851
N -8.662 -3.584 19.278
H -4.916 -2.044 16.673
H -3.791 -1.787 18.064
H -4.388 -0.392 17.281
H -6.965 -2.967 17.420
H -5.921 -3.472 18.831
H -7.964 -1.490 19.344
H -6.107 -1.999 21.031
H -6.862 -3.590 21.097
H -7.679 -2.200 21.661
H -8.144 -4.418 19.041
H -9.291 -3.368 18.517
*
```

Summary:
* HOMO level: -8.791 eV
* electronic energy: -2039.2000 hartree
* LUMO level: 0.040 eV
* orbital gap: 0.325 Eh
* structure (SMILES): O=C1OC[C@@H](F)O1.O=C1OC[C@@H](F)O1.COC[C@H](C)N.COC[C@H](C)N.COC[C@H](C)N.COC[C@H](C)N

***

Formula: C22H50F3N2O8PtS6
Source: the Open Molecules 2025 dataset
Level of theory: ωB97M-V/def2-TZVPD

ORCA input file:
```
! RIJCOSX wB97M-V def2-TZVPD def2/J DEFGRID3
* xyz 1 3
Pt -0.165 0.166 -0.517
C -3.676 0.248 -1.586
O -3.975 -0.990 -1.080
O -2.314 0.367 -1.237
C -4.238 0.666 -3.012
F -4.129 -0.284 -3.920
F -5.524 1.016 -3.072
F -3.459 1.593 -3.585
C -5.353 -1.216 -0.672
C -5.543 -2.707 -0.772
H -5.068 -3.266 0.034
H -6.549 -3.116 -0.687
H -5.069 -3.173 -1.636
H -6.115 -0.687 -1.245
H -5.566 -0.929 0.358
H -4.276 0.881 -0.932
C -1.692 -3.626 -1.824
S -0.458 -2.574 -2.797
O -0.004 -1.478 -1.791
C 0.982 -3.699 -2.977
H -1.423 -4.088 -0.874
H -1.863 -4.562 -2.356
H -2.621 -3.057 -1.800
H 1.547 -3.304 -3.821
H 0.713 -4.714 -3.267
H 1.517 -3.662 -2.027
C 0.063 1.239 -5.120
S 1.264 1.519 -3.757
O 0.688 1.009 -2.397
C 2.394 0.242 -4.246
H -0.882 0.948 -4.660
H 0.415 0.496 -5.835
H -0.045 2.088 -5.794
H 3.267 0.073 -3.615
H 2.874 0.533 -5.180
H 1.966 -0.741 -4.445
C 3.354 -0.996 -1.231
S 3.255 0.346 -0.016
O 1.875 0.376 0.638
C 4.462 -0.309 1.225
H 2.433 -1.157 -1.791
H 3.560 -1.920 -0.691
H 4.209 -0.846 -1.890
H 4.309 -1.320 1.601
H 4.504 0.305 2.124
H 5.406 -0.516 0.721
C 1.607 -2.111 2.872
S 1.082 -2.502 1.114
O -0.125 -1.639 0.867
C 0.399 -4.111 1.658
H 1.414 -1.046 3.001
H 2.663 -2.381 2.896
H 0.920 -2.561 3.589
H -0.068 -4.714 0.880
H -0.306 -4.066 2.488
H 1.270 -4.708 1.932
C -2.250 0.478 3.596
S -0.688 0.942 2.765
O -1.108 1.039 1.312
C -0.494 2.768 3.098
H -2.610 -0.123 2.761
H -2.962 1.269 3.832
H -2.151 -0.091 4.520
H -1.082 3.363 2.400
H 0.558 3.036 3.202
H -0.930 2.917 4.086
C -1.900 3.905 -0.252
S -0.093 3.789 -0.236
O 0.227 2.300 -0.297
C 0.372 4.371 -1.947
H -2.291 3.827 -1.266
H -2.178 4.911 0.063
H -2.364 3.123 0.349
H 1.270 3.805 -2.193
H 0.378 5.456 -2.051
H -0.141 3.896 -2.783
C -2.183 -2.692 3.724
C -1.525 -3.739 4.452
N -0.964 -4.514 5.078
H -2.913 -2.191 4.360
H -2.509 -3.085 2.761
H -1.502 -1.914 3.377
N 5.125 4.114 1.523
C 5.717 4.532 2.659
C 5.100 3.809 3.649
C 3.997 3.044 3.204
C 4.049 3.274 1.790
H 5.458 4.370 0.605
H 6.581 5.177 2.601
H 5.384 3.952 4.682
H 3.281 2.501 3.803
H 3.432 3.045 0.933
*
```

Summary:
* HOMO level (spin up / spin down): -9.519 / -9.410 eV
* electronic energy: -4387.0388 hartree
* expectation value of S²: 2.0038
* LUMO level (spin up / spin down): -1.978 / -1.979 eV
* orbital gap (spin up / spin down): 0.277 / 0.273 Eh

***

Formula: C22H50F3N3O10P
Source: the Open Molecules 2025 dataset
Level of theory: ωB97M-V/def2-TZVPD

ORCA input file:
```
! RIJCOSX wB97M-V def2-TZVPD def2/J DEFGRID3
* xyz 1 1
O 1.311 -3.221 -0.707
C -0.091 -3.139 -0.739
C -0.602 -3.457 -2.134
O -0.104 -2.609 -3.141
C -0.555 -1.323 -3.128
O -1.825 -1.242 -3.769
C -2.486 -0.023 -3.546
C -3.846 -0.217 -2.823
C -4.007 -1.581 -2.201
C -5.431 -2.102 -2.050
O -6.360 -1.038 -2.131
C -7.645 -1.382 -1.813
F -8.106 -2.345 -2.640
F -7.723 -1.850 -0.534
F -8.412 -0.277 -1.932
N -3.254 -1.433 -0.871
C -3.053 0.034 -0.600
C -4.040 0.675 -1.584
P -4.012 2.507 -1.856
O -2.491 2.655 -2.455
O -3.853 3.036 -0.312
H 1.527 -4.014 -0.223
H -0.548 -3.872 -0.077
H -0.400 -2.148 -0.403
H -0.235 -4.445 -2.376
H -1.694 -3.536 -2.163
H 0.158 -0.728 -3.688
H -0.620 -0.893 -2.122
H -1.872 0.679 -2.994
H -2.704 0.429 -4.502
H -4.644 0.042 -3.503
H -3.489 -2.387 -2.702
H -5.590 -2.812 -2.850
H -5.535 -2.646 -1.112
H -2.396 -1.982 -0.913
H -3.809 -1.846 -0.122
H -3.120 0.274 0.451
H -2.038 0.281 -0.888
H -5.009 0.541 -1.114
H -2.306 3.597 -2.513
H -3.814 2.296 0.300
C -1.760 6.900 5.595
O -1.200 6.861 4.296
C 0.170 6.482 4.263
C 0.338 5.137 3.592
N -0.207 4.066 4.418
C -0.293 2.773 3.753
C -1.229 2.649 2.555
O -2.605 2.770 2.874
C -3.104 4.103 2.911
H -2.760 7.321 5.506
H -1.841 5.900 6.036
H -1.172 7.538 6.261
H 0.606 6.478 5.265
H 0.700 7.232 3.670
H 1.402 4.950 3.424
H -0.156 5.196 2.612
H -1.131 4.332 4.731
H -0.620 2.048 4.501
H 0.713 2.474 3.441
H -1.104 1.637 2.155
H -0.964 3.338 1.744
H -2.589 4.746 2.196
H -3.033 4.531 3.913
H -4.160 4.063 2.643
C 8.554 -4.361 0.342
O 8.436 -3.251 -0.526
C 8.075 -3.588 -1.859
C 6.690 -3.077 -2.188
N 5.668 -3.813 -1.453
C 4.330 -3.238 -1.536
C 4.116 -1.854 -0.924
O 4.238 -1.821 0.486
C 5.555 -1.655 0.986
H 8.953 -3.995 1.286
H 7.585 -4.836 0.534
H 9.244 -5.108 -0.062
H 8.147 -4.665 -2.030
H 8.791 -3.096 -2.523
H 6.510 -3.196 -3.260
H 6.673 -2.003 -1.956
H 5.939 -3.861 -0.480
H 3.658 -3.931 -1.030
H 4.023 -3.213 -2.587
H 3.087 -1.560 -1.135
H 4.757 -1.095 -1.387
H 6.173 -1.055 0.314
H 6.042 -2.616 1.166
H 5.481 -1.139 1.943
*
```

Summary:
* HOMO level: -10.157 eV
* electronic energy: -2425.5336 hartree
* LUMO level: -3.064 eV
* orbital gap: 0.261 Eh

***

Formula: C22H50InN7O10
Source: the Open Molecules 2025 dataset
Level of theory: ωB97M-V/def2-TZVPD

ORCA input file:
```
! RIJCOSX wB97M-V def2-TZVPD def2/J DEFGRID3
* xyz 2 1
In 4.174 2.179 -5.282
O -0.230 -0.876 -0.470
C 0.491 -0.244 -1.311
O 1.009 0.830 -1.059
O 0.636 -0.687 -2.455
H -0.617 -1.576 -1.000
C -3.873 3.221 2.077
C -4.345 4.541 2.573
O -4.329 5.491 1.820
N -4.599 4.690 3.887
C -4.538 3.760 5.075
H -3.909 3.129 0.991
H -4.452 2.491 2.642
H -2.888 3.235 2.542
H -4.971 5.583 4.177
H -4.194 2.762 4.806
H -5.556 3.660 5.451
H -3.711 4.032 5.732
C -6.212 -10.949 2.189
C -6.172 -9.399 1.961
O -6.922 -8.782 2.663
N -5.253 -8.797 1.215
C -5.155 -7.363 0.905
H -6.911 -11.220 2.980
H -5.355 -11.339 2.738
H -6.389 -11.485 1.256
H -4.685 -9.368 0.606
H -6.042 -6.741 1.024
H -4.874 -7.369 -0.148
H -4.352 -7.020 1.558
C 2.034 -8.962 -9.591
C 2.470 -7.710 -8.946
O 2.920 -6.793 -9.629
N 2.386 -7.709 -7.644
C 2.706 -6.498 -6.918
H 2.837 -9.338 -10.224
H 1.299 -8.637 -10.327
H 1.724 -9.845 -9.032
H 2.258 -8.561 -7.116
H 2.480 -6.692 -5.870
H 2.198 -5.578 -7.207
H 3.789 -6.386 -6.965
C -1.241 -0.129 10.488
C -0.350 0.431 9.395
O 0.244 1.532 9.612
N -0.220 -0.081 8.261
C 0.376 0.446 7.063
H -1.699 0.614 11.141
H -0.553 -0.853 10.924
H -2.108 -0.662 10.099
H -0.763 -0.912 8.077
H 0.301 -0.187 6.179
H 1.426 0.678 7.244
H -0.100 1.397 6.823
C -3.933 4.481 -5.821
C -2.939 3.438 -5.504
O -1.724 3.784 -5.492
N -3.293 2.136 -5.225
C -4.712 1.674 -4.896
H -4.260 4.890 -4.865
H -4.861 4.123 -6.266
H -3.510 5.322 -6.371
H -2.587 1.473 -4.941
H -5.408 1.955 -5.686
H -4.950 2.203 -3.973
H -4.721 0.619 -4.624
C 3.343 9.250 -1.188
C 3.195 7.763 -1.098
O 3.838 7.142 -1.938
N 2.304 7.224 -0.272
C 1.557 7.764 0.882
H 3.488 9.717 -0.214
H 2.666 9.711 -1.907
H 4.292 9.253 -1.723
H 2.123 6.244 -0.439
H 0.867 8.470 0.419
H 2.165 8.271 1.632
H 0.860 7.021 1.270
C 7.416 2.507 1.972
C 8.197 1.967 0.859
O 7.671 1.734 -0.257
N 9.411 1.587 1.203
C 10.251 0.751 0.405
H 6.390 2.149 1.886
H 7.409 3.597 1.936
H 7.906 2.203 2.897
H 9.927 2.036 1.946
H 9.704 0.133 -0.307
H 10.881 0.032 0.929
H 10.850 1.422 -0.210
*
```

Summary:
* HOMO level: -12.257 eV
* electronic energy: -2193.2619 hartree
* LUMO level: -11.210 eV
* orbital gap: 0.038 Eh